Entry 1:
56
Properties=species:S:1:pos:R:3:forces:R:3 method="wB97M-V/def2-TZVPD" e_above_lowest_ev=0.577 total_charge=+2 homo_lumo_gap_ev="7.78 / 8.40" multiplicity=3 lumo_ev="-7.71 / -7.36" s_squared=2.0112
Mo 0.39664 -1.24087 0.36735 0.45 0.39 -0.86
N 3.92323 -3.30812 0.14372 -0.03 0.12 -0.10
C 2.79567 -2.79294 0.54803 0.18 -0.36 0.26
O 2.07427 -2.12959 -0.28160 -0.36 -0.05 -0.15
C 2.26767 -2.96533 1.93206 -0.09 0.02 0.02
C 1.23787 -1.85148 2.17948 0.16 0.08 0.21
H 4.22265 -3.18661 -0.81583 0.00 -0.02 0.02
H 4.52018 -3.82836 0.77018 -0.02 0.02 0.01
H 3.08078 -2.99292 2.65934 -0.02 0.03 0.03
H 1.79011 -3.95064 1.96713 0.04 -0.01 -0.03
H 1.74292 -0.94481 2.54311 -0.05 0.00 0.00
H 0.49700 -2.13266 2.93050 0.02 0.00 -0.01
C -2.46868 -4.02341 -0.61474 0.12 -0.09 0.01
N -3.26050 -2.81967 -0.37294 0.21 0.15 -0.02
C -4.70347 -3.03827 -0.26955 -0.16 0.05 -0.09
C -2.65898 -1.67860 -0.06451 -0.71 0.05 -0.41
O -1.44113 -1.74030 0.39970 0.22 -0.20 0.51
N -3.23641 -0.48204 -0.16214 0.21 -0.18 0.13
C -4.26015 -0.14165 -1.15209 -0.12 -0.07 -0.01
C -2.68207 0.65779 0.56033 0.05 0.07 0.10
H -2.97439 -4.62387 -1.36799 -0.01 0.03 0.00
H -2.36977 -4.61441 0.29693 -0.01 0.01 0.01
H -1.48477 -3.76012 -0.99346 -0.03 -0.03 -0.03
H -4.86007 -3.98114 0.25286 0.03 0.01 0.01
H -5.17214 -3.10736 -1.25033 0.02 0.03 -0.01
H -5.17049 -2.25140 0.31117 -0.01 0.11 0.01
H -4.32409 -0.90653 -1.91674 -0.02 -0.12 -0.02
H -3.95839 0.78875 -1.63193 0.01 -0.01 0.00
H -5.23276 0.00816 -0.68547 -0.01 -0.03 0.00
H -2.25675 0.34537 1.51314 -0.02 0.02 -0.02
H -3.49187 1.35453 0.76741 0.01 -0.01 0.01
H -1.92768 1.17790 -0.03486 -0.02 0.00 -0.02
C -0.50094 3.92373 0.43628 0.06 0.03 0.01
C 1.00999 4.10588 0.51693 -0.03 -0.07 0.02
C 1.80381 2.93872 -0.12047 0.07 0.19 0.09
C 3.32462 3.17907 0.03120 0.02 -0.06 -0.06
C 4.16684 2.05514 -0.56195 -0.01 0.06 0.03
C 1.47346 2.92209 -1.60653 -0.01 -0.08 0.03
O 1.68697 3.84160 -2.33506 0.02 0.04 -0.01
N 0.86551 1.75631 -2.14215 0.00 0.00 -0.03
C 0.59160 0.65665 -1.43010 -0.04 0.08 -0.23
O 0.04780 -0.37255 -1.86230 -0.03 -0.18 0.09
N 0.90358 0.61467 -0.09449 -0.17 -0.16 0.24
C 1.47074 1.66854 0.63308 0.03 0.03 0.38
O 1.66801 1.50482 1.80938 0.04 0.17 -0.11
H -1.00683 4.78709 0.86369 -0.02 0.00 0.00
H -0.82628 3.04579 1.00212 0.00 0.00 0.01
H -0.84317 3.82909 -0.59765 -0.02 0.00 -0.01
H 1.32846 4.18596 1.55622 0.01 0.00 0.00
H 1.31216 5.01797 0.00339 0.02 -0.01 -0.02
H 3.53084 3.29400 1.09512 -0.02 0.00 0.00
H 3.55357 4.12552 -0.45815 -0.02 0.00 -0.01
H 3.96975 1.09919 -0.06599 0.01 0.01 0.00
H 5.22561 2.27245 -0.43571 0.01 -0.02 -0.01
H 3.98464 1.93737 -1.63248 0.02 -0.01 -0.01
H 0.64483 1.77145 -3.13265 -0.01 -0.03 0.03


Entry 2:
15
Properties=species:S:1:pos:R:3:forces:R:3 method="wB97M-V/def2-TZVPD" e_above_lowest_ev=4.424 total_charge=0 homo_lumo_gap_ev=9.22 lumo_ev=0.69
C -1.92046 -0.87034 0.15831 -0.02 0.04 0.03
C -0.87629 0.10116 -0.34157 -0.12 -0.08 -0.06
C -0.86827 1.52248 0.06647 0.00 0.06 -0.49
N 0.29480 0.30091 0.53386 0.00 0.21 0.00
C 1.62456 0.40455 -0.03043 0.02 0.14 -0.01
C 2.34076 -0.88730 -0.02954 0.45 -0.74 -0.02
N 2.92606 -1.88272 -0.05420 -0.56 0.87 0.04
H -2.20161 -0.62765 1.18745 0.04 -0.01 -0.15
H -1.56496 -1.90634 0.11204 -0.03 0.19 0.01
H -2.81720 -0.78321 -0.46516 0.13 0.00 0.09
H -0.50112 -0.16664 -1.33626 -0.05 0.05 0.15
H -0.27792 2.09541 -0.66929 -0.13 -0.09 -0.01
H 0.06475 0.80423 1.39394 0.28 -0.50 0.32
H 1.56604 0.76528 -1.06631 0.02 -0.04 0.19
H 2.21084 1.13020 0.54066 -0.04 -0.09 -0.09


Entry 3:
25
Properties=species:S:1:pos:R:3:forces:R:3 method="wB97M-V/def2-TZVPD" e_above_lowest_ev=7.590 total_charge=0 homo_lumo_gap_ev="7.16 / 7.15" lumo_ev="0.63 / 0.63"
C -1.43320 -1.06296 -0.42558 1.60 1.53 -1.51
C -1.60403 0.28099 -0.64364 -1.95 -0.78 1.30
C -2.84199 0.55516 0.08603 2.52 -1.11 -0.63
C -3.53126 1.81973 0.28373 -3.33 0.61 -0.55
C 1.87467 -1.03795 1.75361 3.26 -0.83 1.57
C 1.59727 -2.16086 -1.24394 -0.72 -0.54 2.57
C 2.39441 1.69303 -0.69189 -2.47 -1.21 -1.13
C 2.07731 -0.35624 0.44685 -0.24 -2.37 -0.58
N -3.22756 -0.52966 0.63069 -2.37 -1.09 1.84
O -2.36564 -1.54087 0.31474 -1.91 -0.02 1.26
O 1.88065 -0.94476 -0.66788 0.87 2.64 0.12
O 2.36785 0.94811 0.54396 0.05 -0.29 -0.70
H -0.76558 -1.85142 -0.66968 1.16 0.07 -0.78
H -3.83250 2.09450 1.30760 0.21 -0.74 -0.20
H -2.91831 2.62004 -0.02333 0.62 1.01 -0.74
H -4.53796 1.82440 -0.33472 2.03 0.14 1.07
H 2.55709 -0.48907 2.56182 -2.03 -1.05 -1.56
H 2.13985 -2.16440 1.85908 -0.08 1.91 -0.88
H 0.83233 -1.03507 1.91674 -1.34 0.40 0.86
H 1.71547 -2.19689 -2.27239 0.49 0.47 -1.63
H -1.19171 1.07704 -1.17240 1.37 0.47 -1.03
H 1.92567 -2.98625 -0.64359 0.05 -0.34 0.22
H 2.87971 0.99266 -1.51396 -0.40 2.16 1.59
H 2.78014 2.70958 -0.38265 -0.15 -1.39 -1.01
H 1.22732 1.74113 -1.01920 2.76 0.35 0.50


Entry 4:
61
Properties=species:S:1:pos:R:3:forces:R:3 method="wB97M-V/def2-TZVPD" total_charge=+3 homo_lumo_gap_ev=6.95 lumo_ev=-9.80
Ta 0.25838 -0.49176 0.62973 0.13 1.12 0.11
C -2.80251 3.61209 -0.54077 0.02 -0.12 0.18
N -2.34220 3.07684 0.75382 -0.06 0.05 -0.04
C -2.97406 3.29533 1.96640 0.04 -0.02 -0.03
C -2.22558 2.71919 2.92581 0.03 0.03 -0.03
N -1.12160 2.15429 2.28969 0.05 -0.10 0.13
C -1.22968 2.37827 0.95724 -0.05 0.08 -0.06
S -0.09320 1.86518 -0.22519 -0.02 -0.21 -0.08
C 0.04471 1.70397 2.96854 -0.11 0.04 -0.08
C 0.40061 2.37539 4.12091 0.03 -0.04 -0.01
C 1.55165 2.00467 4.79512 0.00 0.05 0.06
C 2.33463 0.99405 4.26603 0.01 -0.04 -0.05
C 1.92085 0.36975 3.11227 -0.03 0.07 0.04
N 0.77306 0.68282 2.45973 0.17 0.04 0.20
H -3.87677 3.75733 -0.47814 0.00 0.01 -0.04
H -2.57190 2.89190 -1.31950 0.00 0.02 -0.04
H -2.30693 4.56114 -0.73060 -0.01 0.00 -0.04
H -3.90221 3.83743 2.02937 -0.01 0.00 0.02
H -2.37785 2.64082 3.98748 -0.03 0.01 0.01
H -0.19657 3.20666 4.46588 0.00 0.00 0.00
H 1.84080 2.52045 5.70157 0.00 0.00 0.00
H 3.25745 0.68471 4.73508 0.00 0.00 0.01
H 2.50863 -0.42820 2.69172 -0.01 -0.02 -0.02
C -3.84601 -0.54359 1.79981 -0.13 -0.05 -0.01
C -2.76490 -1.11851 0.91720 0.27 0.30 -0.02
O -1.50660 -0.48787 1.21103 -0.06 -0.89 0.01
C -2.96988 -0.78427 -0.57690 -0.20 -0.22 -0.02
F -1.76937 -0.92659 -1.22782 0.02 0.00 -0.10
F -3.85828 -1.55939 -1.15221 0.06 0.04 0.01
F -3.32928 0.48926 -0.73337 0.04 0.09 0.02
C -2.61294 -2.66215 1.13452 -0.17 0.11 0.07
F -2.15837 -3.28569 0.04636 0.05 0.02 0.07
F -1.72833 -2.87083 2.12601 -0.04 -0.03 -0.04
F -3.77455 -3.18831 1.47506 0.10 -0.05 -0.04
H -3.86490 0.53904 1.70291 0.01 0.01 0.00
H -3.65857 -0.81592 2.83766 0.01 -0.02 -0.01
H -4.81857 -0.94164 1.51207 0.01 0.02 0.01
C 2.80231 1.22720 -2.46455 0.07 -0.03 -0.01
S 3.18459 0.83676 -0.77682 -0.15 0.06 0.16
C 4.46632 -0.37012 -0.98271 0.03 0.02 -0.05
O 1.97162 -0.05432 -0.30793 0.33 -0.09 -0.23
H 3.69658 1.70729 -2.86882 -0.02 0.00 -0.04
H 1.98140 1.94067 -2.46957 -0.03 -0.01 -0.03
H 2.56851 0.31227 -3.00654 -0.02 0.03 -0.05
H 5.33339 0.16124 -1.38087 0.01 -0.03 0.00
H 4.13001 -1.14734 -1.66638 0.04 -0.03 0.01
H 4.70517 -0.76107 0.00410 0.03 -0.04 -0.02
Cl 2.51144 -8.45660 1.28042 -0.01 0.02 0.00
C 2.10276 -6.81616 1.15784 0.06 -0.15 -0.01
C 1.48385 -6.35619 -0.01356 0.01 0.09 0.08
C 1.15287 -5.03043 -0.11135 0.02 -0.09 0.04
C 1.44231 -4.15729 0.96401 0.05 -0.05 0.03
C 2.06882 -4.63779 2.13766 -0.01 -0.08 -0.02
C 2.39856 -5.96321 2.23251 -0.05 0.06 -0.07
C 1.07564 -2.81511 0.86865 -0.35 0.40 -0.30
O 1.25684 -1.87944 1.76845 -0.09 -0.34 0.07
O 0.44266 -2.29371 -0.18316 -0.01 -0.15 0.22
H 1.27495 -7.05050 -0.81446 0.00 0.00 -0.01
H 0.66833 -4.65765 -1.00316 -0.01 0.04 0.01
H 2.27473 -3.96663 2.96033 0.00 0.02 -0.01
H 2.87453 -6.36729 3.11417 0.00 0.01 0.01


What did we get for energy? Answer: -36594.2094 -8290.5721 -16132.3654 -87860.4522 eV, in the order shown.